Below is C42H34LaN3O7P2 as an isolated structure at a distorted geometry, with properties calculated with ωB97M-V/def2-TZVPD.

Properties
HOMO level = -13.5 eV
E_tot = -3025.17323 Eh
Orbital gap = 0.244 Ha
Net charge = +2

XYZ file:
```
89
C42H34LaN3O7P2 (ωB97M-V/def2-TZVPD)
C 1.114 -2.770 -3.686
C -0.026 -3.099 -2.922
C -1.188 -3.721 -3.429
C -1.103 -4.245 -4.714
C 0.073 -4.023 -5.453
C 1.165 -3.280 -4.985
P -0.079 -2.641 -1.187
C -1.593 -3.222 -0.407
C -2.657 -2.342 -0.066
C -3.792 -2.899 0.522
C -3.815 -4.269 0.809
C -2.720 -5.121 0.541
C -1.574 -4.578 -0.063
La -0.272 -0.025 -0.092
P -0.096 2.668 -1.016
C -1.262 3.146 -2.308
C -0.716 3.826 -3.417
C -1.604 4.342 -4.357
C -2.975 4.062 -4.219
C -3.490 3.258 -3.193
C -2.620 2.742 -2.231
C -0.705 3.231 0.594
C 0.036 2.901 1.756
C -0.372 3.410 2.996
C -1.549 4.176 3.066
C -2.350 4.396 1.929
C -1.950 3.876 0.695
C 1.588 3.244 -1.233
C 2.703 2.371 -1.303
C 3.934 2.960 -1.597
C 3.992 4.348 -1.767
C 2.880 5.203 -1.664
C 1.635 4.639 -1.380
C 1.416 -3.231 -0.334
C 2.121 -4.264 -0.968
C 3.222 -4.823 -0.310
C 3.617 -4.306 0.937
C 2.952 -3.230 1.546
C 1.852 -2.667 0.896
H 0.982 2.344 1.654
H 0.249 3.258 3.895
H -1.849 4.619 4.014
H -3.272 4.996 1.961
H -2.548 4.027 -0.209
H 0.372 4.009 -3.459
H -1.175 4.962 -5.151
H -3.642 4.476 -4.961
H -4.560 3.068 -3.098
H -2.991 2.124 -1.391
H 2.583 1.275 -1.184
H 4.817 2.322 -1.685
H 4.939 4.809 -1.979
H 2.900 6.289 -1.807
H 0.686 5.214 -1.326
H 1.756 -4.615 -1.945
H 3.722 -5.658 -0.813
H 4.459 -4.767 1.433
H 3.262 -2.830 2.524
H 1.319 -1.834 1.390
H -2.641 -1.240 -0.257
H -4.632 -2.244 0.786
H -4.688 -4.701 1.288
H -2.699 -6.196 0.781
H -0.654 -5.158 -0.273
H -2.057 -3.852 -2.758
H -1.959 -4.819 -5.079
H 0.123 -4.442 -6.443
H 2.073 -3.125 -5.570
H 1.903 -2.139 -3.235
H -0.234 0.043 -2.522
H 0.750 -0.012 -2.263
O 1.301 0.790 7.813
N 0.368 0.251 7.156
O -0.597 -0.203 7.845
C 0.370 0.152 5.752
C 1.450 0.646 5.046
C 1.449 0.531 3.695
C 0.272 0.023 3.146
O 0.188 0.087 1.882
C -0.762 -0.564 3.862
C -0.752 -0.424 5.199
N -1.670 -1.386 3.220
O -2.825 -1.597 3.686
O -1.399 -2.006 2.121
N 2.546 0.932 2.923
O 3.485 1.564 3.501
O 2.761 0.737 1.635
H 2.304 1.097 5.505
H -1.571 -0.874 5.711
```


Below is a 2-piece molecular cluster, C2H8O4P overall at a distorted geometry, with properties calculated with ωB97M-V/def2-TZVPD.

Properties
HOMO level = -16.6 eV
E_tot = -723.02863 Eh
Orbital gap = 0.427 Ha
Relative energy (zero: lowest compared OMol25 entry of this formula, charge and spin) = 69.8 kcal per mole
Net charge = +1

XYZ file:
```
15
C2H8O4P (ωB97M-V/def2-TZVPD)
C 0.927 1.015 -1.525
C -1.453 -2.048 0.626
O 2.385 2.387 1.795
O 0.363 0.738 1.296
O 1.746 1.741 -0.641
O -1.182 -0.702 0.014
P 1.536 1.657 0.930
H 1.647 0.335 -1.966
H 0.784 1.768 -2.265
H -0.082 0.860 -1.079
H -0.454 -2.704 0.548
H -2.186 -2.686 -0.054
H -1.864 -2.126 1.657
H -1.978 -0.203 -0.005
H -0.190 -0.033 0.669
```


Below is a single C16H18ClN3O3S molecule at a distorted geometry, with properties calculated with ωB97M-V/def2-TZVPD.

Properties
HOMO level = -9.2 eV
E_tot = -1868.87256 Eh
Orbital gap = 0.341 Ha
Relative energy (zero: lowest compared OMol25 entry of this formula, charge and spin) = 10.1 kcal per mole
Net charge = 0
Structure (SMILES) = CCN(CC)S(=O)(=O)c1ccc(Cl)c(C(=O)Nc2cccnc2)c1

XYZ file:
```
42
C16H18ClN3O3S (ωB97M-V/def2-TZVPD)
C -1.678 -1.607 -3.176
C -0.765 -2.797 -2.880
N 0.572 -2.426 -2.495
C 1.513 -1.913 -3.464
C 1.684 -0.397 -3.429
S 0.958 -2.502 -0.899
O 2.349 -2.196 -0.762
O 0.454 -3.731 -0.358
C -0.004 -1.185 -0.129
C -1.230 -1.486 0.437
C -1.996 -0.478 0.995
C -1.520 0.826 0.994
Cl -2.505 2.076 1.663
C -0.269 1.129 0.456
C 0.247 2.535 0.372
O 0.472 3.060 -0.696
N 0.428 3.207 1.541
C 0.295 2.764 2.858
C 0.608 1.469 3.265
C 0.434 1.133 4.596
C -0.027 2.101 5.476
N -0.288 3.342 5.104
C -0.129 3.666 3.839
C 0.477 0.107 -0.121
H -2.686 -1.961 -3.372
H -1.328 -1.065 -4.051
H -1.707 -0.923 -2.330
H -1.160 -3.383 -2.049
H -0.716 -3.448 -3.760
H 1.171 -2.235 -4.451
H 2.479 -2.383 -3.260
H 2.233 -0.109 -2.539
H 0.724 0.112 -3.430
H 2.252 -0.075 -4.299
H -1.565 -2.511 0.440
H -2.960 -0.693 1.428
H 0.617 4.196 1.422
H 0.991 0.744 2.563
H 0.665 0.138 4.941
H -0.184 1.883 6.523
H -0.353 4.694 3.581
H 1.445 0.321 -0.544
```


Below is a single C12Cl8S2 molecule at a distorted geometry, with properties calculated with ωB97M-V/def2-TZVPD.

Properties
HOMO level = -9.0 eV
E_tot = -4935.19282 Eh
Orbital gap = 0.320 Ha
Relative energy (zero: lowest compared OMol25 entry of this formula, charge and spin) = 0.0 kcal per mole
Net charge = 0
Structure (SMILES) = Clc1c(Cl)c(Cl)c2c(c1Cl)Sc1c(Cl)c(Cl)c(Cl)c(Cl)c1S2

XYZ file:
```
22
C12Cl8S2 (ωB97M-V/def2-TZVPD)
Cl 1.969 -0.164 -4.890
C 1.740 0.186 -3.248
C 2.758 -0.195 -2.281
Cl 4.240 -0.988 -2.830
C 2.612 0.192 -0.939
Cl 3.820 -0.287 0.181
C 1.405 0.866 -0.512
C 0.354 1.088 -1.431
C 0.490 0.698 -2.770
Cl -0.834 0.907 -3.801
S -1.225 1.540 -0.754
C -1.328 0.467 0.699
C -2.556 -0.075 1.044
Cl -3.720 -0.045 -0.240
C -2.841 -0.679 2.263
Cl -4.452 -0.792 2.836
C -1.773 -0.957 3.136
Cl -1.969 -1.960 4.540
C -0.490 -0.523 2.645
Cl 0.911 -0.761 3.627
C -0.288 0.285 1.504
S 1.177 1.197 1.220
```


Below is C24H45ClO4P2Sm as an isolated structure at a distorted geometry, with properties calculated with ωB97M-V/def2-TZVPD.

Properties
Expectation value of S² = 8.80
HOMO level (alpha / beta) = -10.3 / -10.3 eV
2S+1 = 6
E_tot = -3042.70610 Eh
Orbital gap (alpha / beta) = 0.181 / 0.186 Ha
Net charge = +1

XYZ file:
```
77
C24H45ClO4P2Sm (ωB97M-V/def2-TZVPD)
Sm -0.263 -0.267 -0.694
C -2.216 1.533 0.376
C -2.979 0.727 -0.438
C -2.346 -0.662 1.300
C -1.641 0.701 1.548
C -3.039 -0.620 0.108
C -2.002 2.984 0.202
H -1.829 3.218 -0.862
H -1.129 3.335 0.768
H -2.887 3.556 0.529
C -1.827 1.314 2.918
H -1.317 2.275 2.947
H -1.356 0.667 3.671
H -2.895 1.438 3.126
C -2.278 -1.821 2.211
H -3.285 -2.033 2.623
H -1.589 -1.626 3.046
H -1.945 -2.735 1.686
C -3.866 -1.720 -0.479
H -4.929 -1.599 -0.218
H -3.546 -2.702 -0.110
H -3.806 -1.749 -1.578
C -3.800 1.200 -1.598
H -4.718 1.697 -1.246
H -4.105 0.369 -2.247
H -3.255 1.930 -2.221
C 1.627 0.747 -1.898
C 0.544 1.570 -2.121
C -0.126 1.681 -3.474
C -1.065 0.514 -3.889
C -1.081 -0.714 -3.004
C 0.007 -1.541 -2.833
C 1.348 -1.301 -3.503
C 2.227 -0.144 -2.970
H 0.627 1.819 -4.271
H -0.788 0.231 -4.918
H -0.723 2.608 -3.464
H 2.546 0.460 -3.838
H 2.282 0.963 -1.034
H 0.364 2.413 -1.432
H 3.150 -0.572 -2.551
H 1.943 -2.228 -3.430
H -0.105 -2.540 -2.386
H 1.199 -1.132 -4.580
H -2.089 0.918 -3.957
H -2.092 -1.044 -2.726
P 2.302 2.338 1.151
C 1.622 3.029 2.696
H 2.184 3.940 2.956
H 1.688 2.278 3.514
H 0.566 3.282 2.518
C 3.871 1.627 1.770
H 4.567 2.436 2.027
H 4.297 1.000 0.972
H 3.658 1.006 2.650
C 2.881 3.849 0.307
H 3.355 3.568 -0.640
H 3.596 4.377 0.947
H 2.015 4.490 0.095
P 1.049 -2.849 0.489
C -0.034 -4.267 -0.020
H 0.593 -5.151 -0.218
H -0.617 -4.025 -0.924
H -0.735 -4.488 0.801
C 2.594 -3.202 -0.444
H 2.466 -3.010 -1.519
H 2.879 -4.251 -0.288
H 3.386 -2.545 -0.060
C 1.535 -3.472 2.140
H 1.915 -4.501 2.061
H 0.660 -3.459 2.802
H 2.291 -2.828 2.604
O 1.956 -1.617 4.387
Cl 1.197 -0.436 3.866
O -0.226 -0.563 4.387
O 1.796 0.793 4.533
O -0.258 0.535 1.352
```